Formula: C4H9NO
Source: OMol25
Level of theory: the ωB97M-V functional and the def2-TZVPD basis

Its multiplicity is 1. Its LUMO energy is 0.99 eV. The energy above the lowest of the compared OMol25 structures with the same formula, charge and spin is 35.3 kcal per mole. The value obtained for the HOMO-LUMO gap is 10.445 eV. As for the molecular weight: 87.12 g/mol.

Each line ends with the Löwdin charge.
Element x y z (Å)
C 0.8642 -0.9257 1.9397  -0.1076
C -0.2611 -0.4795 1.0060  -0.3198
N 0.2723 0.0645 -0.2209  -0.0989
C -0.7580 0.5794 -1.1193  -0.2158
C -0.1277 1.3036 -2.2508  -0.2532
O -0.5210 1.2484 -3.4098  0.0333
H 0.4869 -1.2430 2.9385  0.0777
H 1.4651 -1.7488 1.5388  0.0651
H 1.5643 -0.0888 2.1091  0.0751
H -0.9718 -1.3204 0.7662  0.1214
H -0.8437 0.2913 1.5227  0.1107
H 0.8078 -0.6546 -0.7217  0.1261
H -1.4185 -0.1882 -1.5457  0.1281
H -1.3654 1.3074 -0.5827  0.1288
H 0.8068 1.8543 -1.9701  0.1291